Below is a structure of composition C30H32Br27F5NO8S at a distorted geometry, with properties calculated with wB97M-V/def2-TZVPD.

Output
* F_max: 11.57 eV/Å
* E: -72213.968549 hartree
* charge: -1
* lowest unoccupied orbital energy: -0.0154 hartree

Atoms and positions in Å:
1 C 0.473 3.289 2.523
2 C -0.414 2.425 3.607
3 O -1.841 2.259 3.221
4 C -1.964 1.697 1.864
5 C -1.739 0.074 1.528
6 C -1.419 -0.871 2.848
7 O -0.204 -1.200 3.293
8 O -2.616 -1.339 3.623
9 C -1.848 -0.522 -0.031
10 C -1.586 -2.130 -0.198
11 C -0.005 -2.580 -0.220
12 C 0.270 -3.844 0.840
13 C 1.888 -4.213 0.918
14 C 2.197 -5.663 0.163
15 C 2.472 -6.860 1.278
16 C 4.049 -7.305 1.107
17 O 4.867 -6.087 1.409
18 C 6.271 -6.396 1.062
19 C -2.203 0.518 -1.255
20 S -2.295 -0.025 -3.036
21 O -3.028 0.936 -4.000
22 O -2.980 -1.432 -3.247
23 C -0.494 -0.098 -3.669
24 F 0.415 -0.504 -2.573
25 F -0.401 -1.065 -4.798
26 C 0.045 1.405 -4.167
27 F 1.539 1.253 -4.330
28 F -0.134 2.450 -3.111
29 F -0.490 1.805 -5.493
30 C -2.437 2.086 -0.859
31 C -2.340 2.730 0.648
32 C -2.624 4.344 0.605
33 O -2.971 5.116 1.639
34 N -2.361 4.656 -0.857
35 C -2.797 3.433 -1.690
36 O -3.401 3.706 -2.842
37 H 1.035 2.603 1.725
38 H 1.340 3.921 3.045
39 H -0.179 4.093 1.935
40 H -0.425 3.016 4.641
41 H 0.096 1.374 3.706
42 H -2.052 -2.643 0.775
43 H -2.116 -2.637 -1.108
44 H 0.197 -3.053 -1.296
45 H 0.757 -1.701 -0.089
46 H -0.347 -4.799 0.479
47 H -0.120 -3.452 1.896
48 H 2.502 -3.320 0.421
49 H 2.170 -4.217 2.055
50 H 3.140 -5.492 -0.533
51 H 1.299 -5.994 -0.549
52 H 2.370 -6.381 2.354
53 H 1.729 -7.753 1.118
54 H 4.325 -8.194 1.821
55 H 4.238 -7.598 -0.030
56 H 6.673 -5.625 0.248
57 H 6.351 -7.462 0.545
58 H 6.985 -6.436 2.016
59 H -1.384 4.929 -1.097
60 C -3.270 -0.898 7.426
61 Br -4.531 -2.178 8.170
62 Br -3.815 0.938 7.767
63 Br -1.452 -1.237 8.032
64 H -3.276 -1.037 6.340
65 C 4.480 3.651 -3.998
66 Br 6.329 3.103 -4.251
67 Br 3.988 3.695 -2.116
68 Br 4.097 5.340 -4.886
69 H 3.853 2.890 -4.475
70 C -2.653 7.030 -4.126
71 Br -1.764 6.428 -5.748
72 Br -4.409 7.780 -4.499
73 Br -2.736 5.626 -2.782
74 H -2.043 7.837 -3.708
75 C 1.265 -3.745 6.598
76 Br 0.103 -5.127 7.322
77 Br 3.050 -3.825 7.366
78 Br 1.310 -3.784 4.653
79 H 0.834 -2.781 6.888
80 C -6.936 0.975 -2.834
81 Br -8.097 -0.407 -2.109
82 Br -5.150 0.896 -2.066
83 Br -6.890 0.936 -4.778
84 H -7.366 1.939 -2.544
85 C -3.365 8.360 3.068
86 Br -4.601 9.857 2.942
87 Br -1.827 8.591 1.899
88 Br -2.832 8.015 4.906
89 H -3.902 7.472 2.718
90 C -8.056 -3.283 -4.667
91 Br -9.218 -4.664 -3.942
92 Br -6.271 -3.362 -3.899
93 Br -8.010 -3.322 -6.611
94 H -8.487 -2.318 -4.377
95 C 9.366 -5.295 3.906
96 Br 8.501 -7.028 3.730
97 Br 8.478 -3.931 2.842
98 Br 9.543 -4.760 5.768
99 H 10.380 -5.402 3.506
100 C 5.362 8.370 -7.581
101 Br 6.413 9.916 -7.045
102 Br 6.324 6.704 -7.292
103 Br 3.613 8.352 -6.730
104 H 5.191 8.457 -8.660